(1)
{"formula": "C10H25O5Sr", "method": "ωB97M-V with the def2-TZVPD basis set", "homo_ev": 0.028, "e_above_lowest_ev": 9.444, "lumo_ev": 2.2, "total_charge": -3, "e_tot_ev": -21832.98679, "multiplicity": 1, "elements": ["Sr", "C", "C", "O", "H", "H", "H", "H", "H", "C", "C", "O", "H", "H", "H", "H", "H", "C", "C", "O", "H", "H", "H", "H", "H", "C", "C", "O", "H", "H", "H", "H", "H", "C", "C", "O", "H", "H", "H", "H", "H"], "xyz": [[-0.1261, -0.8854, 0.2429], [4.5757, -2.4680, -5.4591], [3.2036, -3.1365, -5.3239], [2.1928, -2.6933, -4.4859], [5.1779, -2.8233, -6.2953], [5.3268, -2.7078, -4.7064], [4.4710, -1.3876, -5.5583], [3.4205, -4.1902, -5.1486], [2.9326, -3.1854, -6.3786], [-0.7611, 1.7857, 8.5037], [-0.8836, 0.6624, 7.5092], [-0.8086, 0.9764, 6.1283], [0.1247, 2.4104, 8.3889], [-0.7397, 1.3822, 9.5161], [-1.6125, 2.4660, 8.5184], [-1.8839, 0.2787, 7.7097], [-0.3688, -0.2506, 7.8084], [-3.8151, 5.4853, -3.3187], [-4.1899, 4.1299, -2.6276], [-3.3060, 3.7294, -1.5782], [-3.5804, 6.2550, -2.5834], [-4.6626, 5.7333, -3.9576], [-2.9223, 5.2610, -3.9024], [-4.1399, 3.3283, -3.3645], [-5.2079, 4.2359, -2.2529], [-4.7875, -6.8465, 2.1155], [-4.1174, -6.2194, 0.8011], [-4.1221, -4.8050, 0.6959], [-5.7777, -6.4023, 2.2175], [-4.2327, -6.7331, 3.0468], [-4.8419, -7.9105, 1.8852], [-4.5693, -6.5645, -0.1289], [-3.1068, -6.6177, 0.7119], [5.4418, 4.0343, -1.6145], [5.4201, 2.9266, -0.5608], [4.1713, 2.8640, -0.0185], [5.4554, 5.0365, -1.1863], [4.5700, 3.9807, -2.2665], [6.3340, 3.8150, -2.2010], [6.0677, 2.9709, 0.3149], [5.6775, 2.0794, -1.1965]], "forces_ev_per_angstrom": [[-0.1, 0.3, -0.2], [0.8, 0.5, 0.6], [-0.9, -0.4, 0.5], [1.5, 0.2, -0.7], [-0.6, -0.2, -0.9], [-0.4, 0.3, 1.1], [0.1, 0.1, 0.1], [0.3, -0.9, 0.4], [-0.9, 0.2, -0.9], [0.5, 0.6, 0.7], [-1.4, 0.0, -2.9], [0.5, -0.2, 2.1], [0.3, 0.0, -0.2], [0.2, -0.2, 0.4], [-0.2, 0.0, -0.5], [-1.1, -0.1, 0.2], [1.4, -0.1, 0.2], [0.1, -1.6, 0.3], [2.3, -0.1, 2.2], [-1.1, 0.8, -1.4], [-0.2, 0.0, 0.0], [0.1, 0.5, -0.3], [0.1, 0.4, -0.2], [-0.5, -0.1, -0.7], [-0.7, -0.1, 0.1], [0.4, 0.4, -1.9], [0.0, 2.7, 0.6], [0.2, -1.6, 0.7], [-0.1, -0.1, 0.1], [0.2, 0.3, -0.2], [-0.4, -0.4, 0.3], [-0.9, -0.9, 0.0], [0.7, -0.3, 0.3], [1.0, 0.3, 0.2], [-2.6, 0.3, 0.2], [-0.7, -0.6, 0.1], [0.2, 0.1, 0.0], [-0.1, -0.4, 0.2], [0.3, 0.7, -0.5], [1.4, 0.5, -0.3], [0.3, -1.1, 0.1]], "mulliken_charge": [1.36, -0.96, -0.33, -0.83, 0.31, 0.29, 0.28, 0.19, 0.15, -0.94, -0.37, -0.86, 0.29, 0.29, 0.24, 0.17, 0.25, -0.88, -0.31, -0.83, 0.27, 0.29, 0.21, 0.20, 0.20, -0.85, -0.38, -0.85, 0.24, 0.25, 0.27, 0.21, 0.23, -0.96, -0.23, -0.81, 0.27, 0.23, 0.33, 0.24, 0.15]}

=====

(2)
{"formula": "C5H12O2", "method": "ωB97M-V with the def2-TZVPD basis set", "homo_ev": -9.881, "e_above_lowest_ev": 2.953, "lumo_ev": 0.8, "e_tot_ev": -9472.18257, "multiplicity": 1, "elements": ["O", "C", "C", "C", "C", "C", "O", "H", "H", "H", "H", "H", "H", "H", "H", "H", "H", "H", "H"], "xyz": [[2.1103, 1.8855, 0.0671], [2.4420, 0.5191, 0.2019], [1.4893, -0.5764, 0.6755], [0.1771, -0.6348, -0.1832], [-1.0954, -0.2564, 0.6129], [-2.4818, -0.8446, -0.0279], [-2.9545, -0.1022, -1.1505], [3.0590, 2.1702, -0.2602], [3.4376, 0.4592, 0.8298], [2.8979, 0.1359, -0.7970], [1.9656, -1.5253, 0.4162], [1.5329, -0.4071, 1.7226], [0.5454, 0.0953, -0.9852], [0.2159, -1.5650, -0.7955], [-1.2052, 0.9014, 0.6368], [-0.9387, -0.5870, 1.6993], [-2.1632, -1.8172, -0.3162], [-3.2762, -0.8823, 0.7779], [-2.5054, -0.4860, -1.9361]], "forces_ev_per_angstrom": [[2.5, 0.3, -0.8], [4.3, -2.1, -1.3], [0.2, 0.6, -1.5], [1.6, 1.5, -0.6], [-1.2, 1.1, -0.2], [1.4, 1.5, 1.9], [0.7, -0.8, -0.3], [-3.2, 0.1, 0.9], [-1.9, 0.0, -0.5], [-1.0, 0.7, 0.9], [0.6, 0.2, 0.6], [-1.3, -0.5, 1.2], [-1.7, -0.4, 0.8], [-0.8, 0.1, 1.0], [0.3, -1.9, 0.0], [-0.5, 0.2, -1.5], [-0.4, -1.2, -0.3], [0.8, 0.1, -1.1], [-0.5, 0.6, 0.7]], "mulliken_charge": [-0.50, -0.68, -0.56, -0.64, -0.44, -0.59, -0.52, 0.37, 0.34, 0.31, 0.21, 0.46, 0.27, 0.45, 0.21, 0.36, 0.34, 0.30, 0.32]}

=====

(3)
{"formula": "C25H32CoFO2", "method": "ωB97M-V with the def2-TZVPD basis set", "homo_ev": [-2.479, -3.246], "e_above_lowest_ev": 0.000, "lumo_ev": [2.1, 2.1], "total_charge": -1, "e_tot_ev": -70879.60879, "s2": 3.77, "multiplicity": 4, "elements": ["O", "C", "C", "H", "H", "C", "H", "H", "C", "H", "H", "H", "C", "H", "H", "H", "Co", "C", "C", "C", "H", "C", "C", "H", "H", "H", "H", "C", "C", "C", "H", "C", "C", "H", "H", "H", "H", "O", "C", "C", "H", "H", "C", "H", "H", "C", "H", "H", "H", "H", "F", "C", "C", "C", "C", "C", "C", "H", "H", "H", "H"], "xyz": [[-2.3273, 4.1809, -0.5406], [-2.0958, 4.8248, -1.8359], [-2.7811, 6.1222, -1.4295], [-2.6011, 4.2588, -2.6249], [-1.0303, 4.9315, -2.0610], [-3.0382, 5.3729, -0.0933], [-3.6994, 6.3591, -1.9654], [-2.1385, 6.9948, -1.3074], [-4.5196, 5.1448, 0.0921], [-4.9499, 4.7299, -0.8291], [-4.9924, 6.1135, 0.3221], [-4.7256, 4.4594, 0.9221], [-2.4250, 6.0761, 1.0970], [-1.3643, 6.3020, 0.9262], [-2.5340, 5.4903, 2.0184], [-2.9733, 7.0207, 1.2405], [1.6955, -2.8582, 1.0093], [3.3466, -2.3105, 2.1534], [3.7466, -2.5429, 0.7704], [3.4783, -1.3344, 0.0372], [4.3413, -3.3890, 0.4292], [2.9130, -0.3876, 0.9286], [2.8086, -0.9771, 2.2151], [2.4450, -0.4903, 3.1170], [3.5840, -2.9750, 2.9802], [3.7130, -1.1878, -1.0153], [2.6715, 0.6418, 0.6811], [0.5373, -4.0694, 2.2061], [0.5406, -2.8732, 3.0311], [-0.4003, -1.9603, 2.4879], [1.0833, -2.7795, 3.9685], [-1.0322, -2.5734, 1.3716], [-0.4885, -3.8704, 1.1967], [-0.8178, -4.6278, 0.4827], [1.0372, -5.0049, 2.4490], [-0.6527, -0.9860, 2.9033], [-1.8434, -2.1517, 0.7872], [-0.5407, -0.1795, -0.1918], [-0.5368, 0.9990, 0.6358], [-0.3603, 2.2087, -0.2701], [0.2754, 0.9364, 1.3836], [-1.4921, 1.0378, 1.1783], [-0.4848, 1.6484, -1.6974], [0.6243, 2.6546, -0.0980], [-1.1426, 2.9326, -0.0630], [-0.0292, 0.2123, -1.4900], [0.1118, 2.2008, -2.4245], [-1.5483, 1.6490, -1.9877], [1.0777, 0.1601, -1.4661], [-0.3986, -0.4750, -2.2632], [1.8298, -6.6318, -3.6717], [1.8330, -5.7559, -2.6154], [1.2180, -4.5223, -2.7991], [1.1918, -3.6484, -1.6977], [1.7821, -4.0433, -0.5050], [2.4077, -5.2721, -0.3534], [2.4371, -6.1658, -1.4323], [0.7670, -4.2535, -3.7576], [0.6996, -2.6786, -1.7746], [2.8588, -5.5454, 0.5961], [2.9083, -7.1426, -1.3572]], "forces_ev_per_angstrom": [[-0.8, 1.7, -0.6], [0.2, -0.5, -0.1], [0.0, -0.4, 0.6], [0.2, 0.1, 0.0], [-0.1, -0.3, 0.1], [-0.4, 0.9, -0.3], [0.2, 0.1, -0.1], [0.0, -0.1, -0.2], [-0.2, -0.3, 0.3], [0.0, 0.1, 0.3], [0.0, -0.3, -0.2], [0.0, 0.0, -0.1], [0.0, -0.1, 0.3], [-0.2, -0.1, 0.1], [0.1, 0.0, -0.2], [0.2, -0.2, 0.0], [-0.1, 1.1, 0.0], [1.2, 0.7, -0.9], [1.0, 1.4, 1.1], [0.3, -0.6, 0.5], [-0.4, 0.2, 0.0], [0.1, -0.6, 0.3], [0.7, -0.1, -0.4], [-0.1, -0.1, -0.3], [-0.2, 0.2, -0.1], [-0.2, 0.0, 0.2], [-0.2, -0.2, 0.0], [-1.8, 0.3, 0.9], [-1.1, -0.7, -0.4], [0.0, -0.7, 0.4], [0.1, 0.2, -0.4], [0.2, -0.9, 0.3], [-0.2, 0.2, 1.1], [0.3, 0.4, 0.1], [-0.1, 0.2, -0.1], [0.2, -0.2, -0.2], [0.3, 0.0, 0.0], [0.2, 0.8, -1.0], [0.2, -0.6, 0.3], [0.1, 0.1, 0.0], [-0.3, -0.2, -0.3], [0.2, -0.2, -0.1], [-0.4, -0.1, 0.6], [0.0, 0.0, -0.1], [0.7, -0.2, 0.0], [0.3, -0.3, 0.4], [-0.1, -0.1, -0.1], [0.3, 0.1, -0.1], [-0.3, -0.1, -0.1], [0.0, 0.0, 0.4], [0.1, -0.1, -0.1], [-0.1, 0.0, -0.1], [0.0, 0.2, 0.4], [0.3, -1.2, -0.9], [-0.2, 0.5, -0.2], [-0.3, -0.4, -1.3], [-0.1, 0.3, 0.1], [0.2, -0.2, 0.2], [0.1, -0.2, 0.0], [0.1, -0.1, 0.0], [-0.1, 0.1, -0.2]], "mulliken_charge": [-0.41, -0.48, -0.81, 0.29, 0.25, 1.48, 0.30, 0.30, -1.65, 0.38, 0.39, 0.37, -1.75, 0.36, 0.38, 0.42, -0.13, -0.63, -0.98, -0.72, 0.67, -0.05, -0.85, 0.43, 0.50, 0.43, 0.58, -0.70, -0.84, -0.52, 0.56, -0.29, -0.82, 0.47, 0.63, 0.51, 0.45, -0.30, -0.53, 0.13, 0.12, 0.40, -0.63, 0.32, -0.06, -0.43, 0.38, 0.21, 0.09, 0.38, -0.38, 0.36, -0.43, 0.04, 0.05, 0.31, -0.84, 0.42, 0.11, 0.36, 0.39]}

=====

(4)
{"formula": "C2H5NS", "method": "ωB97M-V with the def2-TZVPD basis set", "homo_ev": -8.493, "e_above_lowest_ev": 0.797, "lumo_ev": 0.7, "e_tot_ev": -14479.54004, "multiplicity": 1, "elements": ["C", "C", "N", "S", "H", "H", "H", "H", "H"], "xyz": [[0.6279, -0.7738, 0.0738], [-0.3503, 0.0241, -0.9944], [-0.4704, 1.3205, -0.6345], [-1.0675, -0.5785, -2.3470], [-0.2256, -1.4163, 0.4217], [1.3972, -1.4641, -0.4571], [0.8510, -0.0538, 0.8710], [0.0306, 1.8827, -0.0310], [-0.6762, 1.8054, -1.4607]], "forces_ev_per_angstrom": [[-3.1, -0.7, -2.4], [2.9, -0.8, 1.7], [-1.4, -1.1, -2.0], [0.3, -0.1, 0.6], [1.3, 0.0, 0.4], [-1.2, 1.7, 1.2], [0.7, -0.6, -0.3], [1.6, 0.3, 1.9], [-1.1, 1.3, -1.0]], "mulliken_charge": [-0.79, 0.29, -0.39, -0.33, 0.25, 0.27, 0.28, 0.22, 0.21]}

=====

(5)
{"formula": "C3H6O3", "method": "ωB97M-V with the def2-TZVPD basis set", "homo_ev": -10.326, "e_above_lowest_ev": 1.111, "lumo_ev": 0.3, "e_tot_ev": -9350.20587, "multiplicity": 1, "elements": ["C", "C", "O", "H", "H", "H", "H", "O", "C", "O", "H", "H"], "xyz": [[0.9673, 1.1304, 1.1619], [-0.1862, 0.3705, 1.7051], [-0.9467, -0.3757, 1.1327], [1.7156, 0.5817, 0.5855], [1.4834, 1.5215, 2.0468], [0.6350, 1.8596, 0.4111], [-0.4393, 0.6565, 2.7482], [-0.3914, -1.4944, -3.5052], [-0.7172, -1.2760, -2.3791], [0.0640, -1.0557, -1.3164], [-1.7682, -1.1757, -2.0516], [-0.4161, -0.7426, -0.5389]], "forces_ev_per_angstrom": [[0.9, -0.2, -0.2], [-1.0, 0.3, 0.4], [0.4, 0.0, -0.3], [-0.3, -0.6, 0.1], [-0.1, 0.6, -0.6], [-0.1, 0.3, 0.6], [0.1, -0.3, 0.0], [0.6, -0.1, 0.4], [-1.2, 0.6, 0.7], [1.5, -0.2, -1.2], [-0.2, -0.2, -0.4], [-0.6, -0.2, 0.5]], "mulliken_charge": [-0.99, 0.22, -0.61, 0.31, 0.30, 0.30, 0.36, -0.47, 0.26, -0.40, 0.22, 0.51]}

=====

(6)
{"formula": "C19H46FN6O7PS", "method": "ωB97M-V with the def2-TZVPD basis set", "homo_ev": -7.961, "lumo_ev": 0.5, "e_tot_ev": -66566.08323, "multiplicity": 1, "elements": ["C", "C", "P", "C", "C", "N", "S", "O", "O", "F", "H", "H", "H", "H", "H", "H", "H", "H", "H", "H", "H", "C", "N", "C", "C", "O", "H", "H", "H", "H", "H", "H", "H", "C", "N", "C", "C", "O", "H", "H", "H", "H", "H", "H", "H", "C", "N", "C", "C", "O", "H", "H", "H", "H", "H", "H", "H", "C", "N", "C", "C", "O", "H", "H", "H", "H", "H", "H", "H", "C", "N", "C", "C", "O", "H", "H", "H", "H", "H", "H", "H"], "xyz": [[2.2947, -0.8520, -2.3134], [1.5152, -0.3081, -1.0816], [0.5305, 1.2094, -1.3830], [1.7403, 2.5249, -1.7550], [2.6925, 2.3561, -2.9621], [-0.1352, 1.0114, -3.0429], [-1.3274, -0.0518, -3.1875], [-2.6117, 0.4701, -2.8446], [-0.9464, -1.3080, -2.6458], [-1.3336, -0.2092, -4.7426], [1.7773, -0.5548, -3.2235], [3.2822, -0.3919, -2.3383], [2.3804, -1.9324, -2.2739], [0.8153, -1.0763, -0.7592], [2.2003, -0.1176, -0.2540], [2.2927, 2.7057, -0.8323], [1.1326, 3.4168, -1.9362], [2.4612, 1.4856, -3.5676], [3.7296, 2.2977, -2.6334], [2.6150, 3.2243, -3.6182], [-0.3799, 1.9150, -3.4600], [-4.3269, 3.9432, -2.9085], [-2.8904, 3.8064, -3.0318], [-2.0554, 4.4343, -3.8864], [-2.6495, 5.4422, -4.8406], [-0.8555, 4.1772, -3.8931], [-4.5961, 4.2521, -1.8973], [-4.8050, 2.9871, -3.1184], [-4.7019, 4.6820, -3.6091], [-2.4201, 3.1419, -2.4335], [-1.8481, 5.8423, -5.4537], [-3.3914, 4.9724, -5.4870], [-3.1251, 6.2596, -4.2977], [-6.8195, -2.0161, -0.9951], [-7.2399, -0.8462, -0.2509], [-6.8687, 0.4492, -0.4406], [-5.9039, 0.7322, -1.5671], [-7.3041, 1.3336, 0.2779], [-7.6783, -2.5090, -1.4545], [-6.3222, -2.7315, -0.3378], [-6.1247, -1.7348, -1.7794], [-7.8853, -0.9720, 0.5127], [-5.7038, 1.7972, -1.5778], [-4.9620, 0.2014, -1.4247], [-6.3311, 0.4375, -2.5267], [0.9159, -5.7056, 2.0053], [1.6150, -4.6226, 1.3481], [1.5650, -4.2224, 0.0572], [0.6614, -4.9885, -0.8806], [2.2261, -3.2661, -0.3256], [0.3089, -5.3123, 2.8192], [1.6336, -6.4023, 2.4381], [0.2801, -6.2387, 1.3044], [2.2307, -4.0717, 1.9258], [0.7323, -4.5367, -1.8655], [0.9627, -6.0349, -0.9429], [-0.3750, -4.9416, -0.5445], [1.9317, 4.0017, 3.8674], [2.5868, 3.7280, 2.6043], [3.1159, 2.5566, 2.1669], [3.0323, 1.3630, 3.0911], [3.6309, 2.4771, 1.0633], [0.9063, 4.3357, 3.7025], [2.4651, 4.7801, 4.4155], [1.9054, 3.1070, 4.4804], [2.6725, 4.4812, 1.9398], [3.4936, 0.5179, 2.5886], [3.5603, 1.5553, 4.0262], [1.9934, 1.1183, 3.3165], [5.2195, -3.2364, 6.1469], [4.1463, -4.0553, 5.6191], [3.1596, -3.6963, 4.7612], [3.1445, -2.2657, 4.2715], [2.3198, -4.5088, 4.4008], [6.1894, -3.6486, 5.8651], [5.1663, -3.1908, 7.2357], [5.1505, -2.2264, 5.7572], [4.0994, -5.0208, 5.9053], [2.2988, -2.1424, 3.6007], [3.0370, -1.5706, 5.1051], [4.0622, -2.0279, 3.7320]], "forces_ev_per_angstrom": [[-0.1, 0.6, 0.4], [0.2, -0.6, -1.3], [-0.2, 0.4, 1.2], [0.0, 0.1, -0.8], [0.0, 0.3, 0.1], [0.3, -0.2, -0.1], [-0.3, -0.2, 0.4], [0.0, 0.2, -0.3], [0.2, 0.1, -0.1], [-0.1, 0.1, -0.1], [0.0, -0.2, -0.1], [0.1, -0.2, -0.1], [0.1, 0.0, 0.1], [0.0, 0.1, 0.1], [-0.1, 0.2, 0.1], [0.0, -0.1, 0.1], [-0.1, 0.0, 0.2], [0.0, -0.1, 0.0], [0.0, -0.2, 0.0], [0.0, 0.0, 0.0], [0.1, 0.1, 0.0], [0.1, -0.1, 0.1], [0.2, 0.1, 0.0], [-0.1, -0.1, -0.1], [0.1, 0.0, 0.0], [0.1, -0.2, 0.0], [0.0, 0.0, 0.0], [-0.1, 0.0, -0.1], [0.0, 0.0, 0.0], [-0.2, -0.1, 0.0], [0.0, 0.0, 0.0], [0.0, 0.0, 0.0], [-0.1, 0.0, 0.0], [-0.1, 0.0, 0.1], [0.0, 0.0, 0.0], [0.0, 0.0, 0.0], [0.0, 0.0, 0.1], [0.0, 0.0, 0.0], [0.0, 0.0, 0.0], [0.0, 0.0, 0.0], [0.0, 0.0, 0.0], [0.0, 0.0, 0.0], [-0.1, 0.0, 0.1], [0.0, 0.0, -0.1], [0.1, 0.0, 0.0], [0.0, 0.0, 0.0], [0.1, 0.0, 0.0], [0.0, 0.0, 0.0], [0.0, 0.0, 0.0], [0.0, -0.1, 0.0], [-0.1, -0.1, 0.0], [-0.1, -0.1, 0.0], [0.0, 0.0, 0.0], [0.0, 0.0, 0.1], [0.0, 0.0, 0.0], [0.0, 0.0, 0.0], [0.0, 0.0, 0.0], [0.0, 0.1, -0.1], [0.0, 0.0, 0.0], [0.0, 0.0, 0.0], [0.0, 0.0, 0.0], [0.0, 0.0, 0.0], [0.0, 0.0, 0.0], [0.0, 0.0, 0.0], [0.0, 0.0, 0.0], [0.0, 0.0, 0.0], [0.0, 0.0, 0.0], [0.0, 0.0, 0.0], [0.0, 0.0, 0.0], [0.0, -0.2, 0.0], [0.0, 0.0, 0.0], [0.0, 0.0, 0.0], [0.0, 0.0, 0.0], [0.1, 0.1, -0.1], [0.0, 0.1, 0.0], [0.0, 0.1, 0.0], [0.0, 0.0, 0.0], [0.0, 0.0, 0.0], [0.0, 0.0, 0.0], [0.0, 0.0, 0.0], [0.0, 0.0, 0.0]], "mulliken_charge": [-1.22, -0.18, -0.19, -0.20, -1.15, -0.20, 0.89, -0.48, -0.53, -0.25, 0.30, 0.28, 0.31, 0.24, 0.55, 0.17, 0.45, 0.31, 0.32, 0.28, 0.25, -0.92, -0.02, 1.01, -1.51, -0.64, 0.33, 0.23, 0.39, 0.11, 0.31, 0.38, 0.38, -0.76, -0.14, 0.58, -0.85, -0.67, 0.27, 0.27, 0.29, 0.23, 0.07, 0.33, 0.39, -0.95, 0.02, 0.89, -1.41, -0.61, 0.27, 0.28, 0.40, 0.03, 0.28, 0.41, 0.36, -0.85, -0.14, 0.69, -1.33, -0.68, 0.30, 0.29, 0.31, 0.24, 0.27, 0.48, 0.42, -0.82, -0.16, 0.46, -1.40, -0.64, 0.28, 0.29, 0.31, 0.25, 0.42, 0.60, 0.44]}